[1]
{"formula": "C32H41MoN11O2S", "method": "the ωB97M-V functional and the def2-TZVPD basis", "symbols": ["Mo", "N", "C", "C", "C", "C", "C", "C", "S", "O", "O", "N", "C", "N", "C", "C", "C", "N", "H", "H", "H", "H", "H", "H", "H", "H", "H", "C", "C", "C", "C", "C", "C", "C", "C", "C", "C", "C", "C", "N", "C", "C", "C", "C", "C", "N", "C", "C", "C", "C", "H", "H", "H", "H", "H", "H", "H", "H", "H", "H", "H", "H", "H", "H", "H", "H", "H", "H", "H", "H", "H", "H", "H", "H", "H", "H", "H", "H", "H", "N", "N", "N", "C", "N", "N", "H", "H", "H"], "positions_angstrom": [[-0.122, -0.086, 0.500], [-5.192, 0.119, -6.064], [-4.694, -0.068, -4.823], [-4.285, 1.031, -4.041], [-3.776, 0.838, -2.782], [-3.663, -0.460, -2.275], [-4.068, -1.564, -3.033], [-4.574, -1.368, -4.292], [-3.057, -0.712, -0.695], [-3.045, 0.519, 0.063], [-3.581, -1.914, -0.132], [-1.382, -0.940, -0.826], [-0.788, -2.171, -1.010], [0.360, -2.119, -0.314], [1.048, -3.259, -0.184], [0.616, -4.396, -0.834], [-0.544, -4.301, -1.597], [-1.276, -3.187, -1.674], [-5.353, 1.044, -6.421], [-5.553, -0.651, -6.597], [-4.398, 2.033, -4.434], [-3.499, 1.685, -2.170], [-3.988, -2.560, -2.620], [-4.900, -2.216, -4.880], [1.930, -3.246, 0.439], [1.160, -5.325, -0.759], [-0.914, -5.154, -2.154], [0.772, 3.806, 0.024], [0.624, 3.078, -1.315], [-0.564, 2.130, -1.474], [1.910, 2.406, -1.743], [2.584, 2.970, -2.815], [3.797, 2.466, -3.246], [4.330, 1.374, -2.599], [3.694, 0.747, -1.523], [4.475, -0.458, -0.989], [5.530, -0.105, 0.068], [3.658, -1.672, -0.582], [2.463, 1.286, -1.096], [1.803, 0.728, 0.087], [2.520, 0.703, 1.189], [2.057, -0.002, 2.309], [2.517, -0.167, 3.614], [1.548, -0.911, 4.291], [0.505, -1.174, 3.398], [0.823, -0.648, 2.192], [-0.814, -1.868, 3.617], [-1.532, -1.227, 4.814], [-1.677, -1.723, 2.362], [-0.566, -3.357, 3.895], [-0.149, 4.337, 0.270], [1.566, 4.548, -0.060], [1.035, 3.149, 0.853], [0.446, 3.871, -2.044], [-0.284, 1.075, -1.281], [-0.852, 2.048, -2.524], [-1.440, 2.408, -0.896], [2.153, 3.831, -3.310], [4.318, 2.918, -4.079], [5.275, 0.970, -2.939], [5.048, -0.778, -1.861], [5.106, 0.024, 1.066], [6.074, 0.802, -0.197], [6.254, -0.918, 0.144], [3.187, -1.546, 0.394], [4.314, -2.542, -0.513], [2.892, -1.884, -1.328], [3.467, 1.230, 1.214], [3.445, 0.210, 4.015], [1.591, -1.230, 5.320], [-1.750, -0.172, 4.632], [-0.929, -1.300, 5.719], [-2.475, -1.742, 4.997], [-1.819, -0.661, 2.072], [-2.698, -2.073, 2.523], [-1.297, -2.332, 1.539], [0.027, -3.489, 4.800], [-0.035, -3.830, 3.067], [-1.517, -3.873, 4.034], [-2.591, 4.386, 2.393], [-1.783, 3.274, 2.419], [-1.016, 2.964, 3.451], [-0.375, 1.909, 2.997], [-0.773, 1.602, 1.744], [-1.670, 2.512, 1.393], [-2.461, 4.878, 3.271], [-3.556, 4.102, 2.262], [0.359, 1.374, 3.575]], "forces_ev_per_angstrom": [[-0.0563, -0.0808, -0.2584], [0.0138, 0.0121, 0.0232], [-0.0244, -0.0250, -0.0554], [0.0179, 0.0400, 0.0415], [-0.0340, -0.0271, -0.0632], [0.0286, 0.0215, 0.0437], [-0.0040, 0.0270, -0.0087], [0.0055, -0.0422, 0.0168], [-0.0592, 0.0319, -0.0480], [-0.0045, -0.0240, 0.0465], [-0.0343, -0.0256, 0.0557], [0.1648, 0.0413, -0.0900], [-0.0474, 0.0948, 0.0964], [0.0163, -0.0171, 0.0511], [0.0270, -0.0090, 0.0141], [-0.0092, -0.0010, -0.0105], [-0.0191, 0.0245, -0.0055], [0.0102, -0.0480, -0.0184], [-0.0019, -0.0021, -0.0031], [-0.0012, -0.0009, 0.0029], [0.0034, 0.0002, 0.0076], [0.0127, 0.0010, 0.0051], [-0.0002, 0.0020, -0.0003], [0.0024, 0.0068, -0.0067], [-0.0045, -0.0030, -0.0063], [0.0138, 0.0105, 0.0160], [0.0040, -0.0035, 0.0042], [-0.0582, 0.0167, 0.0086], [0.0336, -0.0310, -0.0397], [0.0040, 0.0847, 0.0390], [-0.0502, 0.0098, 0.0021], [0.0368, 0.0032, -0.0174], [-0.0233, 0.0023, 0.0093], [-0.0133, 0.0031, 0.0233], [0.0257, 0.0263, -0.0426], [0.0324, -0.0067, -0.0070], [-0.0028, -0.0021, -0.0090], [0.0003, 0.0187, 0.0278], [0.0344, -0.0418, 0.0411], [-0.0414, 0.0130, -0.0646], [-0.0552, -0.0511, 0.0720], [0.1048, 0.0432, -0.0457], [-0.0116, -0.0227, 0.0386], [0.0050, -0.0023, 0.0463], [-0.0927, -0.0235, -0.0814], [0.0244, 0.0459, -0.0170], [0.0155, 0.0428, -0.0091], [0.0200, -0.0184, -0.0160], [-0.0351, -0.0345, 0.0309], [-0.0137, 0.0227, -0.0031], [0.0220, 0.0035, 0.0207], [0.0054, -0.0038, -0.0114], [0.0010, -0.0152, -0.0099], [0.0136, -0.0079, -0.0114], [0.0375, -0.0410, 0.0516], [0.0058, -0.0128, -0.0077], [-0.0163, -0.0287, 0.0032], [-0.0060, 0.0029, 0.0132], [-0.0034, -0.0001, -0.0015], [0.0007, -0.0004, 0.0021], [-0.0155, -0.0125, -0.0075], [-0.0053, 0.0045, 0.0003], [-0.0041, 0.0021, 0.0063], [0.0007, 0.0060, -0.0009], [-0.0058, -0.0293, -0.0180], [-0.0031, -0.0017, 0.0054], [-0.0001, 0.0013, -0.0042], [0.0049, -0.0050, -0.0130], [-0.0018, 0.0018, -0.0080], [-0.0062, 0.0000, -0.0037], [-0.0034, 0.0017, 0.0032], [-0.0035, 0.0050, 0.0013], [0.0001, 0.0045, -0.0012], [-0.0162, -0.0854, 0.0287], [0.0070, 0.0222, 0.0169], [0.0383, 0.0187, 0.0026], [0.0001, -0.0121, -0.0022], [0.0009, -0.0043, 0.0011], [0.0068, -0.0034, 0.0030], [0.0458, -0.0228, -0.0149], [0.0012, -0.0440, 0.0817], [-0.0035, 0.0612, -0.1053], [0.0146, -0.0135, 0.1058], [-0.0349, 0.1415, 0.0727], [0.0064, -0.0209, -0.0259], [-0.0276, -0.0112, 0.0148], [-0.0127, 0.0122, 0.0015], [-0.0027, -0.0154, -0.0264]], "e_above_lowest_kj_mol": 49.45, "homo_ev": [-12.77, -12.78], "homo_lumo_gap_ev": [5.58, 5.62], "charge": 2, "largest_force_ev_per_a": 0.3, "spin_multiplicity": 3, "s_squared": 2.023}

---

[2]
{"formula": "C8H8IrN5O4", "method": "the ωB97M-V functional and the def2-TZVPD basis", "symbols": ["Ir", "N", "C", "C", "O", "N", "C", "C", "O", "O", "H", "H", "H", "H", "H", "H", "N", "C", "O", "C", "C", "N", "C", "N", "H", "H"], "positions_angstrom": [[-0.296, 0.242, -0.526], [-0.491, 2.603, -0.590], [-0.128, 3.028, 0.774], [-0.947, 2.219, 1.770], [-1.529, 2.726, 2.704], [-0.972, 0.878, 1.451], [-1.989, 0.088, 1.947], [-3.085, -0.101, 0.646], [-4.216, -0.263, 1.008], [-2.495, -0.083, -0.461], [0.132, 3.022, -1.271], [-1.439, 2.891, -0.810], [-0.300, 4.089, 0.950], [0.927, 2.799, 0.930], [-2.539, 0.515, 2.781], [-1.692, -0.950, 2.100], [1.446, -3.841, -1.392], [1.331, -2.514, -1.206], [0.223, -2.024, -0.892], [2.536, -1.717, -1.390], [3.788, -2.299, -1.662], [4.789, -2.836, -1.859], [2.297, -0.383, -1.192], [1.695, 0.590, -0.922], [0.629, -4.412, -1.267], [2.326, -4.268, -1.621]], "forces_ev_per_angstrom": [[-1.4269, -0.1232, 0.6348], [0.0368, -0.0748, 0.1995], [-0.0516, -0.0123, 0.0506], [-0.0254, 0.4429, 0.0275], [0.0828, -0.1171, -0.0574], [0.1432, -0.5422, -0.5875], [-0.1249, 0.1869, 0.0429], [-0.0383, -0.1131, 0.8638], [0.1894, 0.0532, -0.2844], [0.4871, -0.0461, -0.5860], [0.0244, -0.0831, -0.0751], [-0.0225, 0.0036, -0.0633], [-0.0049, -0.0168, 0.0516], [0.0230, 0.0355, -0.0407], [-0.0321, -0.0474, 0.0043], [-0.0276, -0.0140, -0.0342], [-0.1287, -0.0107, 0.0557], [0.4156, 0.0193, -0.1339], [-0.1968, 0.3566, 0.0870], [-0.2055, -0.2144, -0.0080], [0.2525, -0.0484, 0.0182], [-0.0874, -0.0002, -0.0517], [-0.4010, 0.1546, 0.2040], [1.1104, 0.2005, -0.3196], [0.0006, -0.0129, 0.0135], [0.0078, 0.0237, -0.0116]], "homo_ev": [-8.53, -8.91], "homo_lumo_gap_ev": [8.41, 6.14], "largest_force_ev_per_a": 1.6, "spin_multiplicity": 5, "s_squared": 6.019}

---

[3]
{"formula": "C4H8NO3", "method": "the ωB97M-V functional and the def2-TZVPD basis", "symbols": ["C", "C", "O", "C", "N", "C", "O", "O", "H", "H", "H", "H", "H", "H", "H", "H"], "positions_angstrom": [[-1.347, -1.096, 0.077], [-0.116, -0.739, 1.073], [0.595, -1.935, 1.205], [0.793, 0.467, 0.539], [0.219, 1.446, -0.276], [0.486, 1.588, -1.683], [-0.245, 2.453, -2.145], [1.222, 0.821, -2.256], [-2.259, -0.643, 0.427], [-1.575, -2.123, 0.188], [-1.037, -0.801, -0.873], [-0.540, -0.493, 2.055], [1.335, -1.994, 0.536], [1.444, 0.956, 1.284], [1.520, 0.012, -0.283], [-0.495, 2.081, 0.130]], "forces_ev_per_angstrom": [[1.2648, 1.2809, 2.9011], [-1.3731, 0.8376, -1.7492], [2.2681, -0.9061, -0.1941], [1.6788, -1.9385, -1.6540], [-1.2262, 0.8172, 1.1696], [-2.5484, 0.5593, 1.3886], [-0.9977, 2.2112, -1.3867], [2.4161, -2.0393, -0.5695], [-0.3341, 0.9070, -0.2776], [0.3271, -1.3169, -0.1482], [-0.0011, 0.3472, -1.7761], [0.2197, -0.1246, 0.0014], [-1.3662, 0.4699, 0.9797], [-0.2936, -0.7149, 0.4921], [-1.0128, 0.2883, 1.7351], [0.9787, -0.6784, -0.9121]], "e_above_lowest_kj_mol": 197.80, "smiles": "C[C@@H](O)CNC(=O)[O-]", "homo_ev": -4.05, "homo_lumo_gap_ev": 7.74, "charge": -1, "largest_force_ev_per_a": 3.4}

---

[4]
{"formula": "C5H8O", "method": "the ωB97M-V functional and the def2-TZVPD basis", "symbols": ["C", "C", "C", "C", "C", "O", "H", "H", "H", "H", "H", "H", "H", "H"], "positions_angstrom": [[-0.839, -1.598, 0.831], [-1.120, -0.465, 0.196], [-0.113, 0.443, -0.468], [1.270, -0.160, -0.703], [-0.014, 1.750, 0.311], [-0.910, 2.231, 0.958], [0.171, -1.992, 0.910], [-1.623, -2.174, 1.314], [-2.147, -0.109, 0.169], [-0.521, 0.742, -1.448], [1.726, -0.505, 0.231], [1.209, -1.012, -1.388], [1.941, 0.583, -1.148], [0.970, 2.266, 0.235]], "forces_ev_per_angstrom": [[-0.0074, 0.1042, -0.0790], [-0.0219, -0.1479, 0.0804], [0.0004, -0.0587, -0.0035], [0.0586, -0.0210, 0.0242], [-0.2909, 0.1721, 0.1540], [0.4115, -0.1919, -0.2706], [-0.1474, 0.0593, -0.0648], [0.0986, 0.0936, -0.0910], [0.1410, -0.0493, 0.0434], [0.0322, -0.0093, 0.1319], [-0.0566, 0.0665, -0.1155], [0.0017, 0.1099, 0.1277], [-0.1070, -0.1063, 0.0640], [-0.1129, -0.0212, -0.0013]], "e_above_lowest_kj_mol": 109.68, "smiles": "C=C[C@H](C)C=O", "homo_ev": -9.63, "homo_lumo_gap_ev": 10.57, "largest_force_ev_per_a": 0.5}